# 1
72
Properties=species:S:1:pos:R:3:mulliken_charge:R:1 method="wB97M-V/def2-TZVPD" lumo_energy_ev="-3.60 / -5.48" gap_ha="0.255 / 0.186" relative_energy_kcal_mol=9.7 fmax_ha_per_bohr=0.012 total_charge=+1 multiplicity=5
Ru 1.638 0.639 -0.575 0.272
F 3.474 0.624 6.112 -0.277
C 3.532 0.717 4.793 0.445
C 2.392 0.516 4.032 -0.121
F 1.231 0.229 4.614 -0.274
C 2.485 0.620 2.660 -0.161
F 1.360 0.426 1.933 0.121
C 3.661 0.932 1.994 0.527
S 3.752 1.114 0.249 -0.386
C 4.788 1.121 2.788 0.310
F 5.954 1.418 2.223 -0.315
C 4.734 1.017 4.167 0.219
F 5.824 1.206 4.896 -0.265
C 2.019 0.180 -4.927 -1.031
C 1.861 1.480 -5.368 -0.433
C 1.588 2.487 -4.451 -0.956
C 1.482 2.156 -3.114 0.548
N 1.637 0.884 -2.694 0.665
C 1.898 -0.084 -3.574 -0.419
C 1.184 3.143 -2.042 0.635
C 0.964 4.488 -2.280 -0.876
C 0.695 5.328 -1.211 -0.564
C 0.636 4.801 0.067 -0.789
C 0.860 3.449 0.236 -0.815
N 1.143 2.646 -0.790 0.831
H 2.225 -0.627 -5.614 0.459
H 1.946 1.719 -6.420 0.444
H 1.461 3.506 -4.782 0.436
H 1.992 -1.080 -3.169 0.566
H 0.996 4.878 -3.286 0.419
H 0.529 6.383 -1.380 0.458
H 0.421 5.420 0.925 0.473
H 0.812 2.977 1.208 0.692
C -3.034 0.499 3.403 -1.427
C -2.723 -0.431 2.254 1.245
C -3.203 -1.846 2.464 -1.562
O -3.409 0.066 1.049 -0.002
P -2.731 0.916 -0.076 0.543
S -2.185 2.722 0.368 -0.273
S -0.925 0.192 -0.582 0.065
O -3.669 0.762 -1.304 -0.332
C -5.081 0.331 -1.410 0.510
C -5.199 -1.156 -1.171 -1.208
C -5.958 1.188 -0.527 -1.174
H -2.498 0.170 4.293 0.418
H -4.103 0.492 3.621 0.334
H -2.729 1.520 3.174 0.322
H -1.651 -0.433 2.041 -0.315
H -4.273 -1.863 2.672 0.324
H -2.678 -2.283 3.314 0.462
H -3.006 -2.459 1.585 0.359
H -5.289 0.548 -2.457 0.338
H -5.013 -1.410 -0.130 0.164
H -4.499 -1.706 -1.800 0.333
H -6.212 -1.470 -1.427 0.461
H -5.707 1.053 0.525 0.190
H -6.999 0.896 -0.664 0.458
H -5.859 2.242 -0.783 0.324
I 2.973 -8.197 0.454 0.124
C 2.439 -6.246 -0.002 -0.048
C 1.435 -6.010 -0.934 -0.548
C 1.075 -4.705 -1.227 -0.427
C 1.716 -3.641 -0.601 0.022
C 2.725 -3.889 0.322 -0.320
C 3.087 -5.191 0.628 -0.586
C 1.297 -2.255 -0.951 0.746
O 0.332 -2.028 -1.671 -0.541
O 2.055 -1.315 -0.451 -0.501
H 0.939 -6.836 -1.424 0.390
H 0.292 -4.498 -1.943 0.459
H 3.228 -3.059 0.799 0.443
H 3.869 -5.385 1.349 0.392


# 2
74
Properties=species:S:1:pos:R:3:mulliken_charge:R:1 method="wB97M-V/def2-TZVPD" lumo_energy_ev=0.48 gap_ha=0.331 relative_energy_kcal_mol=15.6 fmax_ha_per_bohr=0.033
Mg -1.380 -0.625 -1.079 1.926
O -1.141 0.582 -2.562 -0.446
N -2.015 1.529 -2.474 -0.738
N -2.427 1.727 -1.283 1.379
O -2.007 1.021 -0.240 -0.744
C -3.376 2.782 -1.032 0.042
C -4.483 2.489 -0.255 -0.299
C -5.378 3.506 0.033 -0.677
C -5.153 4.793 -0.445 -0.445
C -4.037 5.062 -1.225 -0.594
C -3.136 4.050 -1.522 -0.264
H -4.625 1.483 0.116 0.464
H -6.254 3.294 0.633 0.383
H -5.845 5.588 -0.199 0.379
H -3.859 6.062 -1.596 0.375
H -2.255 4.234 -2.124 0.447
F -5.502 -3.212 -0.693 -0.190
C -4.764 -2.688 0.266 0.461
F -4.620 -3.545 1.258 -0.183
F -5.317 -1.568 0.706 -0.172
S -3.119 -2.228 -0.404 0.696
O -3.374 -1.181 -1.400 -0.715
O -2.279 -1.750 0.684 -0.490
N -2.635 -3.591 -1.040 -0.629
S -1.241 -3.549 -1.802 1.199
O -0.542 -4.782 -1.789 -0.602
O -0.486 -2.320 -1.442 -0.966
C -1.682 -3.292 -3.578 0.695
F -0.594 -3.520 -4.299 -0.207
F -2.097 -2.052 -3.779 -0.181
F -2.638 -4.146 -3.912 -0.222
C 1.934 1.032 -2.844 -1.049
C 3.125 0.926 -1.925 0.667
C 4.389 1.298 -2.382 -0.797
C 5.509 1.191 -1.571 -0.671
C 5.384 0.705 -0.277 -0.943
C 4.133 0.337 0.196 -0.338
C 3.005 0.444 -0.617 0.441
Sb 1.124 -0.158 0.219 0.841
C 1.777 -2.106 0.840 0.978
C 2.788 -2.711 0.084 -0.734
C 3.177 -4.019 0.319 -0.976
C 2.543 -4.752 1.314 -0.671
C 1.524 -4.173 2.048 -0.674
C 1.113 -2.857 1.819 1.154
C -0.055 -2.335 2.628 -2.014
C 1.465 0.954 2.013 1.089
C 2.040 0.364 3.134 -0.243
C 2.302 1.114 4.275 -0.985
C 1.979 2.461 4.294 -0.692
C 1.413 3.055 3.173 -0.787
C 1.157 2.320 2.019 0.255
C 0.585 2.995 0.797 -1.240
H 2.212 1.480 -3.798 0.475
H 1.137 1.636 -2.408 0.123
H 1.500 0.051 -3.050 0.174
H 4.493 1.676 -3.394 0.387
H 6.480 1.487 -1.951 0.385
H 6.254 0.614 0.363 0.452
H 4.037 -0.039 1.209 0.388
H 3.288 -2.149 -0.696 0.470
H 3.967 -4.465 -0.272 0.445
H 2.836 -5.777 1.508 0.398
H 1.011 -4.755 2.808 0.440
H -0.946 -2.934 2.439 0.474
H -0.305 -1.300 2.402 0.154
H 0.159 -2.393 3.697 0.481
H 2.300 -0.687 3.120 0.455
H 2.760 0.647 5.139 0.441
H 2.174 3.055 5.179 0.380
H 1.167 4.111 3.191 0.395
H 0.410 4.055 0.978 0.502
H -0.363 2.536 0.505 0.040
H 1.277 2.913 -0.048 0.249


# 3
69
Properties=species:S:1:pos:R:3:mulliken_charge:R:1 method="wB97M-V/def2-TZVPD" lumo_energy_ev=4.13 gap_ha=0.209 relative_energy_kcal_mol=0.0 fmax_ha_per_bohr=0.051 total_charge=-2
Li -1.878 -0.319 -2.843 1.177
O -2.876 -1.589 -2.022 -0.763
S -3.992 -0.970 -1.308 1.323
O -5.272 -1.039 -1.973 -0.814
O -3.689 0.305 -0.679 -0.651
C -4.071 -2.089 0.122 -0.261
C -5.140 -2.853 0.540 -0.498
C -4.981 -3.717 1.615 -0.486
C -3.755 -3.808 2.257 -0.811
C -2.692 -3.023 1.842 -0.009
C -2.849 -2.155 0.770 0.006
P -1.538 -1.040 0.123 1.000
C -1.067 -0.238 1.690 -1.016
C -1.762 0.011 2.818 -0.549
C -1.227 0.883 3.832 -0.571
C -0.072 1.558 3.705 -1.423
C 0.761 1.494 2.466 -0.693
C 0.135 0.586 1.392 0.272
C -0.226 -2.327 0.102 1.104
C -0.040 -2.991 -1.106 -0.656
C 0.894 -4.007 -1.199 -0.664
C 1.675 -4.348 -0.104 -0.545
C 1.521 -3.660 1.088 -0.940
C 0.573 -2.659 1.192 0.056
H -6.082 -2.758 0.019 0.509
H -5.809 -4.328 1.951 0.362
H -3.627 -4.490 3.088 0.372
H -1.737 -3.089 2.343 0.369
H -2.712 -0.469 3.006 0.529
H -1.781 0.947 4.763 0.367
H 0.319 2.137 4.532 0.374
H 1.799 1.252 2.719 0.365
H 0.889 -0.005 0.863 0.840
H -0.611 -2.665 -1.964 0.306
H 1.023 -4.530 -2.136 0.432
H 2.411 -5.140 -0.177 0.364
H 2.138 -3.901 1.946 0.387
H 0.461 -2.118 2.123 0.348
C 2.377 4.196 0.464 -1.228
N 1.894 2.843 0.682 0.184
N 1.693 2.194 -0.581 0.394
C 0.429 1.670 -0.761 -0.589
O 0.028 1.035 -1.695 -0.316
C -0.254 1.834 0.561 -0.547
C 0.649 2.688 1.458 1.774
C 0.057 3.964 2.020 -2.261
C 2.816 1.871 -1.348 0.548
C 4.071 1.816 -0.736 -0.175
C 5.193 1.495 -1.480 -0.867
C 5.070 1.215 -2.831 -0.331
C 3.821 1.263 -3.429 -0.906
C 2.686 1.601 -2.711 -0.683
H 3.306 4.130 -0.103 0.463
H 2.601 4.641 1.432 0.399
H 1.691 4.842 -0.099 0.339
H -1.317 2.038 0.500 0.594
H -0.882 3.710 2.505 0.511
H -0.141 4.684 1.230 0.516
H 0.724 4.409 2.757 0.372
H 4.166 2.010 0.325 0.381
H 6.165 1.460 -0.998 0.350
H 5.949 0.961 -3.410 0.364
H 3.710 1.043 -4.480 0.457
H 1.723 1.611 -3.229 0.781
O 0.382 1.439 -4.540 -0.818
S -0.650 0.395 -4.709 1.184
O -0.738 0.008 -6.126 -0.775
O -0.357 -0.802 -3.858 -0.676
O -1.976 0.885 -4.205 -0.951


# 4
64
Properties=species:S:1:pos:R:3:mulliken_charge:R:1 method="wB97M-V/def2-TZVPD" lumo_energy_ev="-0.01 / -0.55" gap_ha="0.264 / 0.283" fmax_ha_per_bohr=0.012 multiplicity=3
Pt -1.620 -0.345 1.377 1.127
C 3.348 0.255 -3.497 -1.515
C 3.383 -1.186 -3.077 0.671
C 4.194 -2.108 -3.727 -0.668
C 4.223 -3.443 -3.350 -0.723
C 3.446 -3.868 -2.285 -0.985
C 2.644 -2.964 -1.606 0.125
C 2.596 -1.633 -2.009 0.197
N 1.794 -0.681 -1.338 0.119
C 0.608 -0.913 -0.678 0.496
N -0.136 -1.922 -1.180 -0.019
C -1.395 -2.452 -0.802 1.510
C -2.172 -1.912 0.222 -1.240
C -3.412 -2.516 0.465 -0.477
C -3.857 -3.597 -0.268 -1.034
C -3.057 -4.112 -1.280 -0.643
C -1.822 -3.556 -1.564 0.982
C -0.976 -4.126 -2.672 -1.494
N 0.244 -0.165 0.316 -0.407
C 1.118 0.860 0.769 -1.072
C 0.877 2.171 0.373 0.160
C 1.690 3.197 0.835 -0.967
C 2.737 2.908 1.695 -0.613
C 2.963 1.598 2.097 -0.869
C 2.164 0.553 1.649 1.565
C 2.397 -0.863 2.089 -1.166
H 3.951 0.409 -4.390 0.413
H 3.740 0.919 -2.721 0.344
H 2.327 0.579 -3.708 0.327
H 4.805 -1.769 -4.555 0.364
H 4.855 -4.142 -3.881 0.396
H 3.472 -4.902 -1.966 0.429
H 2.064 -3.292 -0.752 0.552
H 2.225 0.205 -1.121 0.329
H 0.251 -2.323 -2.019 0.058
H -4.041 -2.120 1.254 0.422
H -4.821 -4.043 -0.056 0.374
H -3.396 -4.961 -1.863 0.324
H -1.468 -4.990 -3.114 0.370
H 0.006 -4.454 -2.319 0.283
H -0.812 -3.405 -3.481 0.391
H 0.033 2.371 -0.276 0.499
H 1.499 4.217 0.529 0.451
H 3.373 3.702 2.064 0.430
H 3.774 1.378 2.782 0.410
H 3.148 -0.904 2.877 0.454
H 2.748 -1.483 1.259 0.144
H 1.475 -1.314 2.462 0.216
O -1.855 0.559 3.416 -0.687
C -2.323 1.661 3.707 0.036
C -2.767 2.697 2.833 0.308
C -3.225 3.874 3.451 -0.556
C -3.642 4.934 2.698 -0.350
C -3.623 4.875 1.292 -0.431
C -3.186 3.746 0.671 -0.483
C -2.740 2.600 1.407 0.610
O -2.347 1.588 0.741 -0.971
N -4.106 6.144 3.359 1.013
O -4.476 7.067 2.657 -0.634
O -4.124 6.161 4.577 -0.633
H -2.404 1.892 4.780 0.357
H -3.244 3.943 4.530 0.457
H -3.959 5.732 0.727 0.474
H -3.166 3.672 -0.408 0.453